Entry 1:
{"formula": "C4H6N2S2", "method": "the ωB97M-V functional and the def2-TZVPD basis", "max_force_ev_per_a": 2.9, "spin_multiplicity": 1, "total_energy_ha": -1061.802561, "relative_energy_kcal_mol": 71.3, "orbital_gap_ev": 8.302, "homo_energy_ha": -0.314, "elements": ["C", "C", "C", "C", "H", "H", "H", "H", "H", "H", "N", "N", "S", "S"], "positions_angstrom": [[0.599, -1.572, -0.543], [1.383, -1.669, 0.536], [-0.709, 0.614, -0.124], [-0.653, 2.201, 1.499], [0.190, -0.014, -2.973], [0.583, -2.434, -1.189], [1.756, -2.739, 0.706], [1.531, -0.831, 1.161], [-1.492, 1.287, -0.567], [-1.287, 2.668, 0.741], [-0.321, -0.456, -0.844], [-0.127, 0.921, 1.038], [-0.879, -0.705, -2.448], [-0.573, 2.731, 3.006]]}

Entry 2:
{"formula": "C6H13N", "method": "the ωB97M-V functional and the def2-TZVPD basis", "max_force_ev_per_a": 2.3, "spin_multiplicity": 1, "total_energy_ha": -291.004161, "relative_energy_kcal_mol": 97.0, "orbital_gap_ev": 9.529, "homo_energy_ha": -0.310, "elements": ["C", "C", "N", "C", "C", "C", "C", "H", "H", "H", "H", "H", "H", "H", "H", "H", "H", "H", "H", "H"], "positions_angstrom": [[-1.371, 1.740, 0.686], [-0.617, 0.440, 0.527], [-0.706, -0.475, -0.499], [-1.169, -1.761, -0.349], [0.632, 0.063, -0.230], [1.662, -0.797, 0.487], [1.197, 0.891, -1.379], [-2.431, 1.522, 0.860], [-0.990, 2.278, 1.559], [-1.301, 2.413, -0.179], [-0.843, -0.540, 1.602], [-0.612, -2.506, -0.951], [-1.039, -1.644, 1.310], [-2.255, -1.883, -0.434], [2.294, -0.185, 1.139], [1.188, -1.567, 1.099], [2.320, -1.296, -0.234], [0.403, 1.441, -1.895], [1.706, 0.252, -2.115], [1.932, 1.614, -1.004]]}

Entry 3:
{"formula": "C5H13NO2", "method": "the ωB97M-V functional and the def2-TZVPD basis", "max_force_ev_per_a": 2.9, "spin_multiplicity": 1, "total_energy_ha": -403.451057, "relative_energy_kcal_mol": 78.8, "orbital_gap_ev": 10.536, "homo_energy_ha": -0.363, "elements": ["C", "O", "C", "C", "C", "C", "N", "H", "H", "H", "H", "H", "H", "H", "H", "H", "H", "H", "H", "H", "O"], "positions_angstrom": [[0.013, 1.975, 0.884], [-0.963, 2.054, -0.157], [1.110, 0.842, 0.608], [0.800, -0.461, 1.309], [0.886, -1.764, 0.406], [0.199, -1.207, -1.759], [-0.044, -1.863, -0.719], [0.563, 2.909, 0.971], [-0.600, 1.819, 1.765], [-0.782, 1.527, -0.927], [0.939, 0.594, -0.451], [1.948, 1.430, 0.889], [1.318, -0.706, 2.237], [-0.300, -0.416, 1.451], [1.950, -1.876, 0.138], [0.683, -2.612, 1.076], [-0.532, -1.089, -2.587], [0.991, -0.515, -2.121], [-3.418, -0.448, -0.721], [-1.988, -0.375, -1.219], [-2.773, 0.180, -1.072]]}

Entry 4:
{"formula": "C2H7OPS2", "method": "the ωB97M-V functional and the def2-TZVPD basis", "max_force_ev_per_a": 4.2, "spin_multiplicity": 1, "total_energy_ha": -1293.285637, "relative_energy_kcal_mol": 79.2, "orbital_gap_ev": [5.480, 8.794], "homo_energy_ha": [-0.268, -0.330], "elements": ["C", "C", "O", "P", "S", "S", "H", "H", "H", "H", "H", "H", "H"], "positions_angstrom": [[0.804, -1.259, 0.098], [1.731, -0.164, -0.384], [0.368, 1.435, 1.044], [0.754, 1.349, -0.539], [-3.928, -0.090, 0.676], [-2.945, 1.223, -0.511], [0.524, -1.063, 1.071], [-0.185, -1.456, -0.435], [1.292, -2.366, 0.132], [2.144, -0.485, -1.239], [2.507, 0.066, 0.304], [0.029, 2.332, 1.330], [-3.094, 0.477, -1.547]]}

Entry 5:
{"formula": "C22H57N7O10", "method": "the ωB97M-V functional and the def2-TZVPD basis", "max_force_ev_per_a": 8.2, "spin_multiplicity": 1, "total_energy_ha": -2005.525065, "relative_energy_kcal_mol": 83.7, "orbital_gap_ev": 1.707, "homo_energy_ha": -0.489, "total_charge": 6, "elements": ["C", "C", "O", "N", "H", "H", "C", "H", "H", "H", "H", "H", "H", "C", "C", "O", "N", "H", "H", "C", "H", "H", "H", "H", "H", "H", "C", "C", "O", "N", "H", "H", "C", "H", "H", "H", "H", "H", "H", "C", "C", "O", "N", "H", "H", "C", "H", "H", "H", "H", "H", "H", "C", "C", "O", "N", "H", "H", "C", "H", "H", "H", "H", "H", "H", "C", "C", "O", "N", "H", "H", "C", "H", "H", "H", "H", "H", "H", "C", "C", "O", "N", "H", "H", "C", "H", "H", "H", "H", "H", "H", "O", "C", "O", "O", "H"], "positions_angstrom": [[4.355, 5.092, 13.423], [5.454, 5.237, 14.429], [6.368, 4.580, 14.694], [5.278, 6.536, 15.321], [4.737, 7.311, 14.968], [4.761, 6.246, 16.158], [6.667, 6.768, 15.651], [4.409, 4.198, 12.815], [4.384, 5.930, 12.737], [3.386, 5.140, 13.885], [6.698, 7.773, 16.071], [7.272, 6.840, 14.779], [7.028, 5.965, 16.322], [19.340, 16.163, 10.596], [18.126, 16.778, 9.779], [17.258, 16.190, 9.248], [18.023, 18.091, 9.857], [15.698, 13.521, 8.283], [18.903, 18.519, 10.141], [16.932, 18.946, 10.107], [20.019, 16.989, 10.888], [19.891, 15.605, 9.869], [18.821, 15.366, 11.163], [15.891, 18.726, 9.909], [10.676, 14.018, 8.184], [17.146, 19.976, 10.311], [6.821, 21.931, 13.420], [6.804, 23.383, 13.197], [6.790, 24.539, 12.984], [15.525, 21.117, 16.813], [15.805, 20.138, 16.722], [16.220, 21.291, 17.515], [15.712, 22.110, 15.777], [7.824, 21.652, 13.702], [6.435, 21.332, 12.605], [6.203, 21.632, 14.301], [15.044, 22.098, 14.924], [16.757, 21.987, 15.471], [15.696, 23.067, 16.255], [16.209, 4.029, 6.827], [16.246, 3.863, 5.291], [15.482, 3.337, 4.518], [17.529, 4.527, 4.545], [17.170, 4.506, 3.624], [17.604, 5.447, 4.928], [18.726, 3.565, 4.706], [16.938, 3.367, 7.197], [15.245, 3.757, 7.198], [16.441, 5.035, 7.198], [18.344, 2.546, 4.814], [19.273, 3.878, 5.573], [19.377, 3.580, 3.830], [15.895, 7.318, 14.886], [16.459, 8.159, 16.001], [16.156, 8.431, 17.078], [17.838, 8.894, 15.632], [18.446, 8.138, 15.266], [17.859, 9.584, 14.950], [18.461, 9.426, 16.910], [15.098, 8.053, 14.442], [15.326, 6.504, 15.271], [16.603, 6.974, 14.163], [19.463, 9.596, 16.564], [18.430, 8.673, 17.683], [17.900, 10.323, 17.105], [4.254, 14.370, 7.949], [4.616, 15.442, 6.972], [3.922, 16.331, 6.645], [6.061, 15.375, 6.364], [6.172, 14.445, 6.019], [6.029, 16.081, 5.605], [7.153, 15.572, 7.444], [3.428, 14.550, 8.623], [5.040, 14.075, 8.606], [4.013, 13.477, 7.431], [8.159, 15.588, 7.052], [7.104, 14.774, 8.171], [6.774, 16.396, 8.076], [11.009, 11.537, 16.000], [10.312, 10.264, 15.995], [11.051, 9.286, 15.774], [8.957, 10.238, 15.565], [14.643, 21.088, 17.352], [8.634, 11.198, 15.469], [8.534, 8.984, 15.123], [12.159, 11.605, 15.997], [10.473, 12.186, 16.748], [10.631, 12.012, 15.086], [8.602, 8.177, 15.727], [8.724, 8.734, 14.122], [7.475, 9.108, 15.164], [16.273, 13.539, 11.231], [15.540, 13.507, 10.083], [14.468, 14.016, 9.903], [16.318, 13.167, 8.966], [17.029, 12.870, 11.276]]}

Entry 6:
{"formula": "C2H2N2OS", "method": "the ωB97M-V functional and the def2-TZVPD basis", "max_force_ev_per_a": 2.8, "spin_multiplicity": 1, "total_energy_ha": -660.316410, "relative_energy_kcal_mol": 19.6, "orbital_gap_ev": 9.599, "homo_energy_ha": -0.351, "elements": ["C", "C", "H", "H", "N", "N", "O", "S"], "positions_angstrom": [[-0.535, 0.369, 0.018], [-1.872, -0.164, -0.064], [1.742, 1.010, -0.255], [0.132, -1.575, 0.316], [0.378, -0.646, -0.021], [-2.941, -0.612, 0.003], [-0.316, 1.571, 0.045], [2.064, -0.276, -0.001]]}

Entry 7:
{"formula": "C12H29BF7NO7V", "method": "the ωB97M-V functional and the def2-TZVPD basis", "max_force_ev_per_a": 4.1, "spin_multiplicity": 5, "total_energy_ha": -2723.854321, "orbital_gap_ev": [8.721, 6.071], "homo_energy_ha": [-0.413, -0.494], "total_charge": 1, "elements": ["V", "C", "O", "O", "C", "F", "F", "F", "C", "C", "H", "H", "H", "H", "H", "H", "B", "F", "F", "F", "F", "C", "C", "O", "O", "H", "H", "H", "H", "H", "H", "C", "C", "O", "O", "H", "H", "H", "H", "H", "H", "C", "C", "C", "O", "C", "N", "H", "H", "H", "H", "H", "H", "H", "H", "H", "H", "H"], "positions_angstrom": [[-37.333, 16.786, -8.574], [-38.640, 15.086, -11.011], [-38.274, 16.318, -11.572], [-38.229, 14.978, -9.606], [-40.081, 14.603, -11.483], [-40.968, 15.404, -11.062], [-40.179, 14.411, -12.778], [-40.488, 13.404, -11.153], [-38.108, 16.532, -12.985], [-37.580, 17.901, -13.385], [-38.194, 18.665, -12.908], [-36.540, 18.033, -13.086], [-37.569, 18.035, -14.467], [-39.079, 16.344, -13.444], [-37.376, 15.866, -13.441], [-38.003, 14.386, -11.552], [-36.323, 19.206, -6.349], [-35.635, 20.318, -6.809], [-36.343, 18.197, -7.311], [-35.758, 18.800, -5.139], [-37.685, 19.534, -6.115], [-34.791, 15.953, -10.676], [-33.281, 15.891, -10.955], [-32.808, 17.156, -11.156], [-35.313, 16.838, -9.747], [-35.061, 14.945, -10.364], [-35.232, 16.068, -11.667], [-32.953, 15.113, -11.644], [-32.756, 15.651, -10.030], [-31.968, 17.045, -11.608], [-34.836, 17.645, -9.953], [-37.150, 15.674, -5.674], [-36.291, 14.745, -6.522], [-35.746, 15.494, -7.601], [-38.173, 16.134, -6.543], [-36.616, 16.532, -5.265], [-37.603, 15.005, -4.943], [-36.976, 14.001, -6.929], [-35.451, 14.358, -5.945], [-34.827, 15.282, -7.775], [-38.808, 16.634, -6.026], [-38.670, 20.720, -10.177], [-38.433, 19.575, -9.249], [-39.791, 18.985, -8.958], [-39.570, 17.763, -8.311], [-40.809, 16.964, -8.086], [-37.620, 18.612, -9.908], [-39.140, 20.354, -11.089], [-37.722, 21.185, -10.447], [-39.278, 21.481, -9.687], [-37.831, 19.962, -8.427], [-40.459, 18.982, -9.820], [-40.352, 19.593, -8.248], [-41.456, 17.483, -7.379], [-40.589, 16.012, -7.603], [-41.366, 16.593, -8.946], [-36.782, 19.128, -10.133], [-37.861, 18.479, -10.880]]}

Entry 8:
{"formula": "C23H41BN4O9S2", "method": "the ωB97M-V functional and the def2-TZVPD basis", "max_force_ev_per_a": 0.7, "spin_multiplicity": 1, "total_energy_ha": -2618.517589, "orbital_gap_ev": 8.194, "homo_energy_ha": -0.319, "elements": ["N", "C", "C", "C", "C", "C", "C", "C", "N", "C", "O", "C", "C", "C", "C", "S", "C", "S", "N", "C", "C", "N", "C", "C", "B", "O", "O", "H", "H", "H", "H", "H", "H", "H", "H", "H", "H", "H", "H", "H", "H", "H", "H", "H", "H", "H", "H", "H", "H", "H", "H", "H", "H", "H", "H", "H", "C", "O", "C", "O", "O", "C", "H", "H", "H", "H", "H", "H", "C", "O", "C", "O", "O", "C", "H", "H", "H", "H", "H", "H"], "positions_angstrom": [[3.134, 1.335, -1.357], [3.286, 0.036, -0.694], [3.131, -1.097, -1.698], [3.070, -2.486, -1.056], [2.082, -2.601, 0.119], [1.377, -3.955, 0.294], [0.040, -4.167, -0.422], [0.086, -3.910, -1.935], [-0.254, -2.506, -2.108], [-0.914, -2.043, -0.976], [-1.240, -0.886, -0.809], [-1.138, -3.227, -0.020], [-2.487, -3.942, -0.370], [-3.222, -3.530, -1.657], [-4.418, -2.586, -1.435], [-4.095, -1.281, -0.199], [-5.513, -1.401, 0.830], [-5.354, -1.393, 2.445], [-6.759, -1.460, 0.204], [-7.137, -0.965, -1.040], [-8.434, -1.274, -1.187], [-8.908, -1.955, -0.073], [-7.903, -2.033, 0.726], [-1.168, -2.844, 1.486], [-0.199, -1.749, 2.127], [0.788, -2.097, 3.018], [-0.396, -0.398, 1.921], [3.148, 2.071, -0.657], [2.210, 1.376, -1.777], [4.291, 0.002, -0.264], [2.575, -0.089, 0.132], [2.251, -0.904, -2.323], [3.993, -1.058, -2.369], [2.869, -3.241, -1.818], [4.074, -2.707, -0.680], [1.346, -1.794, 0.048], [2.631, -2.395, 1.039], [2.051, -4.750, -0.043], [1.228, -4.131, 1.360], [-0.204, -5.227, -0.299], [-0.700, -4.516, -2.405], [1.009, -4.204, -2.430], [0.459, -1.873, -2.438], [-3.188, -3.784, 0.451], [-2.284, -5.015, -0.394], [-2.546, -3.122, -2.409], [-3.663, -4.427, -2.102], [-5.257, -3.174, -1.066], [-4.727, -2.147, -2.381], [-6.458, -0.421, -1.670], [-9.065, -1.040, -2.028], [-7.888, -2.490, 1.702], [-2.181, -2.480, 1.690], [-1.066, -3.792, 2.030], [0.747, -3.027, 3.257], [0.193, 0.006, 1.279], [5.273, 5.802, 1.925], [6.047, 5.870, 0.719], [5.772, 4.895, -0.144], [4.930, 4.047, 0.006], [6.567, 5.018, -1.204], [6.349, 4.022, -2.211], [5.578, 6.657, 2.520], [4.209, 5.858, 1.704], [5.488, 4.878, 2.458], [5.329, 4.072, -2.587], [6.533, 3.027, -1.811], [7.057, 4.250, -3.001], [-0.953, 7.519, 1.399], [-1.269, 6.151, 1.673], [-0.206, 5.365, 1.843], [0.943, 5.720, 1.783], [-0.634, 4.130, 2.086], [0.406, 3.164, 2.283], [-1.909, 8.020, 1.287], [-0.392, 7.954, 2.224], [-0.373, 7.601, 0.483], [1.019, 3.433, 3.140], [1.034, 3.097, 1.396], [-0.102, 2.221, 2.461]]}